# 1
This record from the Open Molecules 2025 dataset describes the molecule C18H21N3O2. The level of theory is ωB97M-V with the def2-TZVPD basis set.

Calculated values
- F_max (eV Å⁻¹) = 0.47
- HOMO level (eV) = -7.89
- relative energy (zero: lowest compared OMol25 entry of this formula, charge and spin) (kcal/mol) = 35.4
- lowest unoccupied orbital energy (eV) = 0.80
- molar mass (u) = 311.4
- frontier orbital gap (eV) = 8.691

The geometry in ORCA input format:
```
! wB97M-V def2-TZVPD RIJCOSX def2/J DEFGRID3
* xyz 0 1
C -0.744 -2.080 2.726
H -1.217 -2.374 1.784
O -0.006 -0.892 2.568
C 0.971 -0.855 1.606
C 1.395 -1.967 0.892
C 2.373 -1.844 -0.080
C 2.941 -0.614 -0.345
C 2.535 0.492 0.379
C 1.557 0.393 1.357
C 1.135 1.638 2.102
C 0.614 2.612 1.055
O 1.348 3.445 0.555
N -0.676 2.487 0.657
C -1.642 1.512 1.118
H -2.374 2.004 1.773
C -2.364 0.896 -0.096
N -1.459 0.799 -1.214
C -0.936 -0.405 -1.574
N -1.369 -1.469 -0.887
C -0.937 -2.670 -1.229
C -0.042 -2.907 -2.253
C 0.415 -1.806 -2.969
C -0.034 -0.547 -2.645
H 0.292 0.306 -3.216
H 1.111 -1.936 -3.785
H 0.283 -3.907 -2.489
H -1.344 -3.485 -0.642
C -0.949 2.066 -1.697
H 0.108 1.960 -1.952
C -1.063 3.120 -0.585
H -2.080 3.509 -0.493
H -0.379 3.947 -0.780
H -1.499 2.392 -2.592
H -2.711 -0.109 0.140
H -3.222 1.510 -0.392
H -1.147 0.725 1.679
H 0.412 1.412 2.880
H 2.015 2.102 2.553
H 2.970 1.462 0.184
H 3.699 -0.515 -1.108
H 2.684 -2.720 -0.630
H 0.964 -2.937 1.080
H -1.511 -1.853 3.465
H -0.118 -2.897 3.099
*
```

# 2
This record from the Open Molecules 2025 dataset describes the molecule C18H21N5O3. The level of theory is ωB97M-V with the def2-TZVPD basis set.

Calculated values
- F_max (eV Å⁻¹) = 1.23
- HOMO level (eV) = -8.97
- relative energy (zero: lowest compared OMol25 entry of this formula, charge and spin) (kcal/mol) = 88.4
- lowest unoccupied orbital energy (eV) = -0.07
- molar mass (u) = 355.4
- frontier orbital gap (eV) = 8.897

The geometry in ORCA input format:
```
! wB97M-V def2-TZVPD RIJCOSX def2/J DEFGRID3
* xyz 0 1
C -2.399 -2.606 3.238
H -2.143 -3.547 3.719
H -2.109 -1.782 3.886
H -3.477 -2.567 3.108
C -1.729 -2.524 1.872
N -0.318 -2.898 1.912
C 0.276 -2.959 0.588
H 0.099 -2.037 0.010
C -0.233 -4.170 -0.213
N -1.355 -3.865 -1.056
C -1.349 -3.136 -2.191
C -2.647 -3.086 -2.643
C -3.373 -3.822 -1.698
N -2.580 -4.282 -0.750
H -4.423 -4.032 -1.674
H -3.018 -2.597 -3.520
H -0.445 -2.722 -2.590
H 0.577 -4.550 -0.842
H -0.547 -4.952 0.480
H 1.354 -3.064 0.720
C 0.470 -2.101 2.835
C 0.448 -0.644 2.512
N 0.917 -0.059 1.454
C 0.565 1.252 1.637
N -0.089 1.441 2.755
O -0.174 0.215 3.330
C 0.894 2.301 0.692
C 0.504 3.617 0.938
C 0.831 4.606 0.035
C 1.547 4.294 -1.121
C 1.933 2.978 -1.366
C 1.608 1.987 -0.464
H 1.900 0.962 -0.633
H 2.487 2.745 -2.262
C 1.878 5.396 -2.058
O 1.563 6.549 -1.891
O 2.574 4.975 -3.125
C 2.929 5.979 -4.064
H 2.033 6.452 -4.470
H 3.486 5.476 -4.850
H 3.543 6.745 -3.587
H 0.543 5.633 0.201
H -0.048 3.839 1.838
H 0.084 -2.238 3.846
H 1.503 -2.457 2.800
H -1.866 -1.513 1.450
H -2.225 -3.233 1.208
*
```

# 3
This record from the Open Molecules 2025 dataset describes the molecule C18H21N5O4S3. The level of theory is ωB97M-V with the def2-TZVPD basis set.

Calculated values
- F_max (eV Å⁻¹) = 1.69
- HOMO level (eV) = -8.83
- lowest unoccupied orbital energy (eV) = -0.37
- molar mass (u) = 467.6
- frontier orbital gap (eV) = 8.461

The geometry in ORCA input format:
```
! wB97M-V def2-TZVPD RIJCOSX def2/J DEFGRID3
* xyz 0 1
C -5.424 -0.420 2.137
H -5.942 0.406 1.658
H -5.989 -1.334 1.973
H -5.364 -0.234 3.206
C -4.021 -0.538 1.547
N -4.025 -0.767 0.122
S -4.128 0.559 -0.861
O -4.842 1.610 -0.199
O -4.550 0.133 -2.161
C -2.395 1.021 -0.929
C -1.914 2.011 -0.091
C -0.555 2.255 -0.034
C 0.311 1.491 -0.817
C -0.188 0.523 -1.691
C -1.549 0.292 -1.744
H -1.974 -0.444 -2.407
H 0.493 -0.042 -2.309
C 1.736 1.645 -0.641
N 2.356 2.563 0.042
N 3.653 2.233 0.075
C 3.776 1.123 -0.580
S 5.195 0.149 -0.798
C 4.619 -1.360 0.086
C 3.535 -2.091 -0.661
O 3.732 -2.765 -1.641
N 2.248 -2.009 -0.159
C 1.707 -1.235 0.830
N 2.319 -0.370 1.556
C 1.479 0.286 2.408
C 0.182 -0.110 2.329
S -0.024 -1.353 1.148
H -0.660 0.248 2.884
C 2.031 1.353 3.281
H 2.841 0.954 3.889
H 1.256 1.756 3.925
H 2.441 2.150 2.662
H 1.585 -2.573 -0.679
H 5.508 -1.989 0.111
H 4.309 -1.060 1.084
O 2.596 0.704 -1.094
H -0.139 3.006 0.618
H -2.617 2.576 0.501
C -4.252 -2.093 -0.399
C -2.996 -2.960 -0.348
H -2.672 -3.116 0.678
H -3.202 -3.927 -0.798
H -2.185 -2.483 -0.893
H -5.063 -2.580 0.154
H -4.573 -1.958 -1.432
H -3.466 -1.351 2.026
H -3.478 0.395 1.713
*
```